1.
Molecular formula: C5H10O6P
Method: DFT, ωB97M-V/def2-TZVPD

The total charge is -1. Its LUMO energy (spin up / spin down) is 3.64 / 3.64 eV. As for the energy above the lowest of the compared OMol25 structures with the same formula, charge and spin: 120.6 kJ/mol. The total energy is -989.3152 a.u. The gap between HOMO and LUMO (spin up / spin down) is 7.367 / 6.853 eV. For the HOMO energy (spin up / spin down), the calculation gives -3.73 / -3.22 eV.

```
22
Properties=species:S:1:pos:R:3:lowdin_charge:R:1
C 0.18204 0.16627 -1.14853 -0.38
C -1.38590 -0.10831 -1.26212 -0.35
C 0.79024 -0.73031 -0.02501 -0.26
C -2.12186 0.85398 -0.34269 -0.18
C 2.27709 -0.59336 0.33576 -0.24
O -0.25916 -1.19903 2.41234 -0.37
O 0.67906 1.20460 1.98485 -0.36
O 0.48495 1.48812 -0.99904 -0.05
O -1.68597 -1.42379 -0.84622 -0.08
O -2.23918 2.20091 -0.67832 -0.05
O 2.64937 -1.11829 1.64898 -0.09
P -0.00647 -0.03023 1.51726 0.56
H 0.56914 -0.11649 -2.08046 0.12
H -1.77844 0.03925 -2.28242 0.15
H 0.32480 -1.71062 0.07288 0.11
H -3.12137 0.57638 -0.02494 0.09
H 2.41997 0.43831 0.41990 0.08
H 2.90802 -1.11252 -0.40383 0.12
H 0.62153 1.57209 0.01106 0.08
H -1.61610 -1.59976 0.12030 0.08
H -1.44219 2.52966 -0.34966 0.03
H 1.75043 -1.32686 1.91990 0.01
```

***

2.
Molecular formula: C26H36Br3ClN2O5P2S
Method: DFT, ωB97M-V/def2-TZVPD

Its LUMO energy is -0.84 eV. The total energy is -10760.4025 a.u. The gap between HOMO and LUMO is 7.572 eV. For the HOMO energy, the calculation gives -8.41 eV.

```
76
Properties=species:S:1:pos:R:3:lowdin_charge:R:1
C -0.37954 -5.90680 0.99297 -0.13
O -0.33380 -4.90922 2.07308 -0.25
C 0.98145 -4.26051 2.18564 -0.23
C 0.83438 -2.59385 2.23228 -0.17
C -0.00444 -2.19231 0.88474 -0.19
C 0.47216 -0.81753 0.13452 -0.47
P 2.05089 -1.46135 -0.78463 0.43
S 1.66688 -2.57917 -2.32951 0.15
N 1.09998 0.05557 1.20199 0.04
C 0.10449 1.15814 1.47103 -0.25
O 0.55670 2.07956 2.31894 -0.02
C -1.27085 0.99430 0.60100 -0.22
C -1.93418 2.45810 0.25592 -0.18
P -2.71778 3.37937 1.72463 0.74
O -2.32948 4.93663 1.56669 -0.40
O -4.47274 3.33351 1.54118 -0.23
O -2.19118 2.89373 3.30426 -0.20
C -2.45245 0.24406 1.50833 -0.08
C -2.04942 -0.36352 2.97203 0.03
C -3.35797 -1.07793 3.73088 -0.01
C -4.74829 -1.02801 2.88568 -0.11
N -5.08260 -0.42320 1.56687 0.00
C -3.94646 0.22790 0.84676 -0.06
C -0.60293 0.12524 -0.66635 -0.24
C -1.66035 -0.97064 -1.36015 -0.16
C -2.76416 -0.28065 -2.36443 -0.27
C -4.02437 -1.32618 -2.58127 -0.51
Cl -4.02941 -1.83972 -4.40046 0.43
C -0.15474 0.97757 -1.98779 -0.12
C 1.29361 1.72407 -1.95481 -0.10
C 1.74642 2.92444 -0.88721 -0.01
C 3.21388 3.67480 -0.89134 -0.13
C 4.36811 3.28599 -1.99408 -0.11
C 3.96421 2.13685 -3.09334 -0.03
C 2.47272 1.37586 -3.09158 -0.15
C 2.29409 0.28168 -4.31265 -0.15
H -1.50920 -5.92303 0.60826 0.11
H 0.26946 -5.64663 0.04990 0.10
H -0.17780 -7.02229 1.36372 0.11
H 1.62564 -4.67045 3.10228 0.14
H 1.66785 -4.46252 1.23011 0.12
H 1.93382 -2.19670 2.27969 0.10
H 0.20932 -2.38355 3.22248 0.12
H -1.14118 -2.25595 1.15023 0.11
H 0.18954 -3.07493 0.10331 0.09
H 2.70972 -2.34573 0.18815 0.00
H 3.02995 -0.40759 -1.03212 0.00
H 2.10827 0.30533 1.10372 0.12
H -2.79739 2.34251 -0.56131 0.10
H -1.16882 3.22251 -0.24958 0.12
H -4.70371 2.91958 0.65360 0.06
H -2.97725 3.00783 3.91902 0.10
H -1.00531 -0.38026 3.48790 0.11
H -3.25848 -1.60052 4.79749 0.10
H -5.66385 -1.57673 3.42586 0.11
H -4.20421 0.72122 -0.21001 0.11
H -1.08624 -1.78065 -2.02134 0.11
H -2.27768 -1.57981 -0.57652 0.10
H -2.23497 -0.19450 -3.43112 0.10
H -3.08353 0.80677 -2.07846 0.09
H -5.06904 -0.89293 -2.27668 0.09
H -3.77843 -2.33544 -1.99446 0.09
H -0.08784 0.18416 -2.87844 0.11
H -0.94974 1.82168 -2.27361 0.14
H 0.99286 3.30370 -0.05300 0.08
H 3.49751 4.51091 -0.09136 0.09
H 5.42970 3.77996 -2.08210 0.04
H 4.78695 1.85405 -3.89968 0.10
H 1.18866 0.07986 -4.63388 0.07
H 2.92675 -0.71471 -4.13308 0.06
H 2.81513 0.78575 -5.26188 0.09
C 7.01141 3.22787 1.18069 -1.58
Br 5.31629 2.27418 1.14477 0.59
Br 8.20672 2.52823 2.54674 0.56
Br 7.85740 3.26675 -0.57050 0.57
H 6.78892 4.26529 1.45140 -0.02
```

***

3.
Molecular formula: C34H36N14O3Zr
Method: DFT, ωB97M-V/def2-TZVPD

The total charge is +4. Its LUMO energy (spin up / spin down) is -12.01 / -12.01 eV. As for the energy above the lowest of the compared OMol25 structures with the same formula, charge and spin: 0.0 kJ/mol. The total energy is -2355.4122 a.u. The gap between HOMO and LUMO (spin up / spin down) is 4.300 / 4.299 eV. For the HOMO energy (spin up / spin down), the calculation gives -16.31 / -16.31 eV.

```
88
Properties=species:S:1:pos:R:3:lowdin_charge:R:1
Zr 17.03217 15.18146 12.26200 1.94
N 18.15369 16.59943 15.49050 0.13
C 17.68304 15.30262 15.63580 -0.37
N 17.87902 14.74060 16.82414 0.22
C 17.25353 13.55029 16.95259 -0.35
N 17.11731 12.94978 18.15534 0.26
N 16.64676 12.90817 15.92834 0.21
C 16.58707 13.51037 14.78284 -0.28
N 17.10769 14.77007 14.48971 0.00
C 15.92742 12.79330 13.66736 -0.20
C 15.71054 11.40633 13.71243 0.05
C 15.08201 10.81581 12.63317 0.03
C 14.56516 11.58774 11.58913 0.01
C 14.77608 12.94016 11.59865 -0.06
N 15.55944 13.51365 12.57865 -0.07
H 18.38983 17.09889 16.36313 0.16
H 17.56777 17.10781 14.82842 0.11
H 17.64290 13.24217 18.95234 0.14
H 16.90214 11.96899 18.09627 0.14
H 16.02383 10.89802 14.63324 0.14
H 14.92092 9.72800 12.61863 0.15
H 14.13422 11.14336 10.66898 0.15
H 14.35951 13.59544 10.82695 0.14
C 23.52385 10.01639 13.31616 -0.01
O 22.53278 10.62146 12.45902 -0.08
C 21.55658 9.86125 11.97274 -0.23
C 21.39952 8.48535 12.06897 0.03
C 20.34135 7.87442 11.42486 -0.02
C 19.28952 8.62153 10.88300 -0.05
C 19.34188 10.00637 10.90410 -0.02
C 20.53640 10.61421 11.33915 -0.15
N 20.78671 11.99648 11.12097 0.17
C 19.89868 12.96591 10.73964 0.04
C 19.06330 12.84530 9.61353 -0.16
C 19.45393 12.10530 8.45505 0.02
C 18.56862 12.00280 7.40485 -0.02
C 17.44144 12.82002 7.28242 0.01
C 17.13981 13.70414 8.30944 0.01
C 17.86914 13.61994 9.49243 -0.26
O 17.44218 14.31870 10.59171 -0.32
H 23.09737 9.63678 14.25107 0.11
H 24.27662 10.77693 13.56234 0.11
H 24.04889 9.20595 12.80887 0.11
H 22.15676 7.91305 12.57751 0.13
H 20.38000 6.79007 11.26702 0.14
H 18.42618 8.05011 10.56178 0.12
H 18.51844 10.60528 10.52185 0.11
H 21.58931 12.29073 11.69592 0.17
H 19.88017 13.85946 11.34304 0.12
H 20.36790 11.54042 8.43350 0.14
H 18.80476 11.29071 6.60737 0.14
H 16.77544 12.75992 6.42551 0.14
H 16.27176 14.39513 8.24795 0.14
N 20.29239 16.94154 13.67127 0.23
C 19.87709 16.87855 12.41293 -0.55
N 20.67279 17.11272 11.35867 0.24
O 18.66097 16.54311 12.15058 -0.21
H 21.21529 17.28350 13.87556 0.15
H 19.59961 16.79766 14.43884 0.08
H 21.65795 17.38668 11.38368 0.16
H 20.19011 17.06454 10.47213 0.14
C 13.87534 16.16696 13.89997 0.02
C 14.46357 17.02040 12.86849 -0.30
N 15.66290 16.84655 12.23380 -0.10
C 15.83598 18.01151 11.41095 -0.07
C 14.77304 18.79313 11.50186 0.04
N 13.90268 18.16021 12.42807 0.03
C 12.72460 18.81879 12.90955 -0.08
N 11.69721 18.92816 11.91591 -0.08
N 11.55999 20.11642 11.21720 0.07
N 10.67591 19.92541 10.29726 0.10
C 10.03968 18.67528 10.47605 -0.19
C 9.12653 17.97087 9.69503 0.01
C 8.88982 16.65528 9.99478 -0.07
C 9.43714 16.05058 11.12759 -0.06
C 10.42641 16.70990 11.86906 -0.03
C 10.74314 18.02651 11.50320 -0.18
H 12.97255 15.63674 13.53569 0.10
H 13.54854 16.76675 14.78225 0.13
H 14.59666 15.40627 14.21985 0.05
H 16.76729 18.05030 10.84287 0.12
H 14.46634 19.69857 11.02948 0.15
H 12.94007 19.85804 13.24936 0.17
H 12.24963 18.22804 13.74313 0.16
H 8.64635 18.47258 8.82563 0.15
H 8.18892 16.10099 9.42108 0.11
H 9.15687 15.02605 11.40622 0.12
H 10.98308 16.27474 12.69332 0.08
```

***

4.
Molecular formula: C5H8N2S
Method: DFT, ωB97M-V/def2-TZVPD

Its LUMO energy is -1.02 eV. As for the energy above the lowest of the compared OMol25 structures with the same formula, charge and spin: 414.0 kJ/mol. The total energy is -702.8724 a.u. The gap between HOMO and LUMO is 7.269 eV. For the HOMO energy, the calculation gives -8.29 eV.

```
16
Properties=species:S:1:pos:R:3:lowdin_charge:R:1
C 0.48472 2.03054 -1.29456 -0.15
C 1.13262 0.54653 0.17639 -0.36
C -0.23559 0.44216 -0.07762 -0.14
C 2.09285 -0.17195 1.10831 -0.01
C -3.00990 -1.83896 -0.10913 -0.53
N -0.65811 1.35442 -0.95400 0.06
N 1.54210 1.54059 -0.55654 0.06
S -1.28969 -1.98357 0.47052 0.57
H 0.51988 2.90058 -1.81307 0.07
H 3.07718 0.03242 0.94891 0.04
H 1.84277 0.21375 2.04217 0.06
H 1.99460 -1.26630 1.21611 0.09
H -3.21009 -2.42035 -0.97017 0.00
H -3.16755 -0.82924 -0.23448 -0.02
H -3.70907 -2.26100 0.67002 0.04
H 2.59329 1.71038 -0.62285 0.20
```